ORCA calculation (ωB97M-V/def2-TZVPD) on a molecular structure, C18H25N2Tc at a distorted geometry.

Geometry as XYZ:
```
46
C18H25N2Tc ωB97M-V/def2-TZVPD
Tc 0.15 0.78 -0.04
N -0.42 -4.94 0.42
N -0.11 -2.79 0.51
C -0.42 -0.66 -2.23
C -1.93 0.76 1.69
C 2.16 2.71 0.78
C -0.16 -3.82 -0.31
C 1.25 2.37 -0.40
C 0.43 3.65 -0.67
C 2.27 2.39 -1.56
C -0.78 1.68 1.58
C 0.38 1.00 2.12
C -0.14 -0.18 2.80
C 0.01 -3.87 -1.76
C -0.30 -3.25 1.79
C -2.01 0.45 -0.96
C -0.10 0.74 -2.26
C -1.59 -0.84 -1.45
C -1.11 1.44 -1.49
C -1.51 -0.30 2.58
C -0.50 -4.61 1.74
H 1.31 1.49 2.43
H 2.94 1.95 0.84
H -0.56 -5.87 0.02
H 1.86 2.76 -2.51
H -0.92 2.74 1.45
H -2.17 -1.78 -1.31
H -2.99 0.74 -0.50
H 0.19 -1.34 -2.80
H 0.51 -0.76 3.48
H 1.12 4.49 -0.80
H -1.30 2.50 -1.51
H 2.79 1.42 -1.64
H -2.92 1.13 1.55
H -0.75 -5.31 2.52
H 0.71 1.13 -2.86
H 0.15 -4.88 -2.15
H -2.19 -1.03 3.06
H 0.86 -3.22 -2.05
H -0.27 -2.63 2.65
H -0.90 -3.44 -2.22
H -0.08 3.63 -1.64
H 2.67 3.65 0.55
H 3.05 3.11 -1.28
H -0.25 3.90 0.16
H 1.59 2.91 1.70
```

- energy (eV) = -24238.548
- LUMO (spin up / spin down) (Ha) = -0.16796 / -0.17408
- spin multiplicity = 4
- charge = +1
- max |F| (eV/A) = 3.9
- frontier orbital gap (spin up / spin down) (eV) = 6.7 / 6.6
- relative energy (zero: lowest compared OMol25 entry of this formula, charge and spin) (kcal per mole) = 58.2